Molecular formula: C3H7N
Method: DFT, wB97M-V/def2-TZVPD

Element x y z (Å)
C (-1.22645, 0.54689, -0.69996)
C (-0.10299, 0.20043, 0.29191)
C (1.63880, -0.82287, 0.37551)
N (1.09150, -0.19655, -0.60214)
H (-2.20075, 0.52085, -0.20822)
H (-1.29397, -0.26158, -1.42992)
H (-1.10403, 1.48173, -1.23477)
H (0.09562, 1.18866, 0.72973)
H (-0.50303, -0.48513, 1.04160)
H (1.53609, -1.91466, 0.50925)
H (2.06921, -0.25778, 1.22701)

Spin multiplicity: 1
E_HOMO: -7.898 eV
Relative energy (zero: lowest compared OMol25 entry of this formula, charge and spin): 81.02 kcal/mol
LUMO level: 0.25 eV
HOMO-LUMO gap: 8.15 eV